(1)
C5H7NO | wB97M-V/def2-TZVPD

Geometry as XYZ:
```
14
Properties=species:S:1:pos:R:3
O -2.1466 0.6870 2.6479
C -2.3183 0.3190 1.2956
C -1.0728 -0.1239 0.6506
C -0.0704 -0.5970 0.1748
C 1.1598 -1.0552 -0.4744
C 2.0376 0.5680 -1.7990
N 2.0563 0.1052 -0.5560
H -1.7615 -0.0697 3.1079
H -3.0545 -0.4911 1.1856
H -2.7262 1.1996 0.7906
H 1.5688 -1.9636 -0.0349
H 1.9882 1.6597 -1.7296
H 0.9653 -1.2239 -1.5385
H 2.0385 0.7086 0.2728
```

energy relative to the best compared isomer or geometry (same formula, charge and spin) = 5.329 eV
orbital gap = 9.09 eV
total charge = 0

Mulliken population analysis, charges in e, atoms 1 to 5: -0.517 -0.653 0.527 0.004 -0.881

---

(2)
C5H7NO | wB97M-V/def2-TZVPD

Geometry as XYZ:
```
14
Properties=species:S:1:pos:R:3
C 1.9181 -0.3558 -0.2313
N 0.3751 -0.1212 -0.5100
C -0.0659 1.1482 -0.8338
C -1.2124 1.3610 -0.1387
C -1.5283 0.1546 0.5831
C -0.5465 -0.7368 0.2759
O -0.3088 -2.0356 0.5995
H 2.0211 -0.9341 0.7006
H 2.3805 0.6291 -0.0384
H 1.6121 -0.8057 -1.1974
H 0.4883 1.7578 -1.5418
H -1.7720 2.2828 -0.1196
H -2.3549 -0.0188 1.2526
H -1.0064 -2.3255 1.1994
```

structure (SMILES) = Cn1cccc1O
energy relative to the best compared isomer or geometry (same formula, charge and spin) = 2.916 eV
orbital gap = 8.61 eV
total charge = 0

Mulliken population analysis, charges in e, atoms 1 to 5: -0.884 0.047 -0.569 -0.485 -0.576

---

(3)
C5H7NO | wB97M-V/def2-TZVPD

Geometry as XYZ:
```
14
Properties=species:S:1:pos:R:3
C -0.1598 0.1847 1.7605
N 0.0531 -0.3305 0.4135
C 1.3247 -0.3521 -0.1448
C 1.2357 0.0162 -1.4518
C -0.1480 0.2704 -1.7485
C -0.8238 0.0252 -0.5934
O -2.1562 0.0268 -0.3127
H 0.0907 -0.5544 2.5249
H -1.2084 0.4742 1.8640
H 0.4532 1.0812 1.9049
H 2.1676 -0.6607 0.4582
H 2.0582 0.0583 -2.1528
H -0.5794 0.5561 -2.6976
H -2.3075 -0.7955 0.1756
```

structure (SMILES) = Cn1cccc1O
energy relative to the best compared isomer or geometry (same formula, charge and spin) = 0.965 eV
orbital gap = 8.75 eV
total charge = 0

Mulliken population analysis, charges in e, atoms 1 to 5: -0.958 0.064 -0.601 -0.344 -0.603

---

(4)
C5H7NO | wB97M-V/def2-TZVPD

Geometry as XYZ:
```
14
Properties=species:S:1:pos:R:3
N 0.1224 2.5309 0.6381
C -0.0768 1.3013 0.1738
O 0.1282 0.7916 -1.0179
C -0.5201 -0.4771 -1.1923
C 0.0193 -1.5512 -0.2901
C 1.1895 -1.5047 0.3365
C -0.8357 1.1515 1.2635
H -0.3338 3.2247 0.0363
H -0.3572 -0.7176 -2.2459
H -1.5943 -0.3344 -1.0224
H -0.6383 -2.4098 -0.1654
H 1.8613 -0.6547 0.2394
H 1.5129 -2.3185 0.9782
H -0.4774 0.9681 2.2682
```

structure (SMILES) = C=CCOC1=CN1
energy relative to the best compared isomer or geometry (same formula, charge and spin) = 5.078 eV
orbital gap = 9.42 eV
total charge = 0

Mulliken population analysis, charges in e, atoms 1 to 5: -0.625 0.767 -0.386 -0.368 -0.100

---

(5)
C5H7NO | wB97M-V/def2-TZVPD

Geometry as XYZ:
```
14
Properties=species:S:1:pos:R:3
O 1.2244 2.1321 -0.9666
C 0.7067 1.2542 -0.3328
C 1.4206 -0.0160 0.1749
C 0.5538 -1.2212 -0.1408
C -0.7716 -1.1224 -0.2204
C -1.4996 0.1758 0.0055
N -0.6073 1.3344 0.2415
H 1.5952 0.0152 1.2700
H 2.4031 -0.0490 -0.2855
H 1.0469 -2.1753 -0.3121
H -1.3810 -1.9882 -0.4727
H -2.1327 0.1042 0.9003
H -2.1882 0.3749 -0.8240
H -0.2013 1.1086 1.1540
```

structure (SMILES) = O=C1CC=CCN1
energy relative to the best compared isomer or geometry (same formula, charge and spin) = 1.364 eV
orbital gap = 10.23 eV
total charge = 0

Mulliken population analysis, charges in e, atoms 1 to 5: -0.503 0.383 -0.767 -0.188 -0.270

---

(6)
C5H7NO | wB97M-V/def2-TZVPD

Geometry as XYZ:
```
14
Properties=species:S:1:pos:R:3
O 1.9834 0.3285 -2.2574
C 1.4784 -0.5966 -1.6634
N 0.3928 -0.4861 -0.8291
C -0.2674 0.7107 -0.6026
C -1.2667 0.8354 0.2852
C -1.6781 -0.2686 1.0950
C -1.9636 -1.2301 1.7679
H 1.8402 -1.6375 -1.7412
H 0.0701 -1.3020 -0.3255
H 0.1052 1.5401 -1.1942
H 2.0023 1.1027 1.2808
H 1.2854 1.2704 1.3869
H -1.7561 1.7949 0.4125
H -2.2261 -2.0618 2.3851
```

structure (SMILES) = C#C/C=C\NC=O.[H][H]
energy relative to the best compared isomer or geometry (same formula, charge and spin) = 3.001 eV
orbital gap = 9.44 eV
total charge = 0

Mulliken population analysis, charges in e, atoms 1 to 5: -0.523 0.063 -0.057 -0.286 -0.712

---

(7)
C5H7NO | wB97M-V/def2-TZVPD

Geometry as XYZ:
```
14
Properties=species:S:1:pos:R:3
C -1.4760 -0.3831 0.3252
C -0.6062 0.4677 -0.5719
C 0.4935 1.3274 0.0159
O 1.6467 0.6090 0.4674
C 1.6359 -0.7383 0.5003
N 0.7572 -1.5603 0.1073
C -0.4097 -1.0179 -0.5202
H -1.2985 -0.3310 1.4019
H -2.5147 -0.5183 0.0279
H -1.0627 0.8974 -1.4619
H 0.1509 1.9195 0.8737
H 0.8607 2.0303 -0.7372
H 2.5610 -1.1000 0.9461
H -0.7382 -1.6024 -1.3745
```

structure (SMILES) = C1=N[C@H]2C[C@H]2CO1
energy relative to the best compared isomer or geometry (same formula, charge and spin) = 1.594 eV
orbital gap = 10.25 eV
total charge = 0

Mulliken population analysis, charges in e, atoms 1 to 5: -0.801 -0.137 -0.467 -0.388 0.030

---

(8)
C5H7NO | wB97M-V/def2-TZVPD

Geometry as XYZ:
```
14
Properties=species:S:1:pos:R:3
C 0.9509 0.3177 1.1773
C 0.7211 0.5668 -0.2881
C 0.4346 -0.6051 -1.2003
O -0.8839 -1.1577 -1.0838
C -1.7088 -0.7430 -0.1027
N -1.5510 0.1632 0.7679
C -0.3408 0.9227 0.7143
H 0.9192 -0.7149 1.5172
H 1.6547 0.9505 1.7091
H 1.2642 1.3822 -0.7566
H 1.1281 -1.4344 -1.0176
H 0.5388 -0.3009 -2.2451
H -2.6310 -1.3209 -0.1340
H -0.4962 1.9738 0.9423
```

structure (SMILES) = C1=N[C@H]2C[C@H]2CO1
energy relative to the best compared isomer or geometry (same formula, charge and spin) = 1.588 eV
orbital gap = 10.22 eV
total charge = 0

Mulliken population analysis, charges in e, atoms 1 to 5: -0.809 -0.139 -0.477 -0.388 0.032

---

(9)
C5H7NO | wB97M-V/def2-TZVPD

Geometry as XYZ:
```
14
Properties=species:S:1:pos:R:3
C 1.7215 0.1230 -0.6747
C 0.2793 0.3851 -0.3624
C -0.5205 1.3568 -0.8693
O -1.7675 1.2962 -0.3557
C -1.7827 0.2381 0.5038
C -0.5591 -0.3502 0.5501
N -0.1282 -1.4099 1.3654
H 2.3896 0.8275 -0.1718
H 1.9163 0.1928 -1.7479
H 2.0241 -0.8775 -0.3557
H -0.3373 2.1525 -1.5759
H -2.7214 0.0351 0.9969
H 0.3828 -2.1140 0.8465
H -0.8971 -1.8556 1.8508
```

structure (SMILES) = Cc1cocc1N
energy relative to the best compared isomer or geometry (same formula, charge and spin) = 0.843 eV
orbital gap = 9.04 eV
total charge = 0

Mulliken population analysis, charges in e, atoms 1 to 5: -1.094 0.399 -0.569 -0.356 -0.594

---

(10)
C5H7NO | wB97M-V/def2-TZVPD

Geometry as XYZ:
```
14
Properties=species:S:1:pos:R:3
C -1.4791 -0.0776 0.7316
C -0.7647 0.2866 -0.4787
C 0.0690 1.1587 0.3548
O 1.2540 0.6766 0.8996
C 1.5826 -0.6183 0.6461
N 1.1140 -1.3186 -0.2949
C 0.2362 -0.5843 -1.1819
H -1.1155 -0.8876 1.3614
H -2.5693 0.0548 0.7760
H -1.3732 0.8619 -1.1741
H 0.1128 2.2458 0.3760
H 0.7971 0.3496 -1.4916
H 2.3288 -0.9889 1.3447
H -0.1823 -1.2657 -1.9315
```

energy relative to the best compared isomer or geometry (same formula, charge and spin) = 4.051 eV
orbital gap = 8.94 eV
total charge = 0

Mulliken population analysis, charges in e, atoms 1 to 5: -0.912 0.152 -0.382 -0.321 0.075

---

(11)
C5H7NO | wB97M-V/def2-TZVPD

Geometry as XYZ:
```
14
Properties=species:S:1:pos:R:3
C -1.6249 -1.0431 0.1067
C -0.2261 -0.5388 0.1543
C 0.3110 0.6682 -0.1480
N -0.4031 1.7598 -0.7077
C 1.7639 0.6429 0.0782
C 1.9176 -0.6504 0.5812
O 0.7685 -1.3274 0.6647
H -2.2006 -0.7488 0.9872
H -2.1397 -0.6246 -0.7594
H -1.6717 -2.1277 0.0417
H 0.2179 2.5393 -0.9077
H -1.0445 2.0990 -0.0016
H 1.5536 0.5605 -1.0346
H 2.7780 -1.2089 0.9451
```

structure (SMILES) = Cc1occc1N
energy relative to the best compared isomer or geometry (same formula, charge and spin) = 3.801 eV
orbital gap = 9.30 eV
total charge = 0

Mulliken population analysis, charges in e, atoms 1 to 5: -1.328 0.278 0.980 -0.635 -1.106

---

(12)
C5H7NO | wB97M-V/def2-TZVPD

Geometry as XYZ:
```
14
Properties=species:S:1:pos:R:3
C 0.9308 -1.0173 0.9036
C 0.7085 -0.7074 -0.6001
O -0.5910 -0.8011 -1.1468
C -1.4039 0.2699 -0.8780
C -1.5377 0.8837 0.2933
N 1.3676 0.3946 1.0986
C 1.1630 0.6543 -0.1362
H 0.0141 -1.2989 1.4291
H 1.7279 -1.7164 1.1644
H 1.3731 -1.2425 -1.2847
H -1.9144 0.6162 -1.7681
H -2.0557 1.8291 0.3676
H -1.0786 0.5260 1.2016
H 1.2962 1.6098 -0.6441
```

energy relative to the best compared isomer or geometry (same formula, charge and spin) = 3.188 eV
orbital gap = 10.35 eV
total charge = 0

Mulliken population analysis, charges in e, atoms 1 to 5: -0.618 0.256 -0.424 0.071 -0.709

---

(13)
C5H7NO | wB97M-V/def2-TZVPD

Geometry as XYZ:
```
14
Properties=species:S:1:pos:R:3
N 2.7395 -0.3474 0.3217
C 1.8518 -0.8372 -0.2459
O 0.8828 -1.3930 -0.8920
C -0.3323 -0.5894 -1.0258
C -1.2220 -0.5258 0.2471
C -0.9841 0.9679 0.1634
C -0.1906 0.9041 -0.9088
H 1.3679 0.5352 2.0103
H -0.7962 -0.9942 -1.9265
H -0.7836 -1.0383 1.1090
H -2.2588 -0.8545 0.1158
H 0.7413 0.7897 2.3217
H -1.3605 1.7912 0.7632
H 0.3443 1.6331 -1.5075
```

structure (SMILES) = N#CO[C@@H]1C=CC1.[H][H]
energy relative to the best compared isomer or geometry (same formula, charge and spin) = 3.798 eV
orbital gap = 11.25 eV
total charge = 0

Mulliken population analysis, charges in e, atoms 1 to 5: -0.517 0.615 -0.466 0.367 -0.778

---

(14)
C5H7NO | wB97M-V/def2-TZVPD

Geometry as XYZ:
```
14
Properties=species:S:1:pos:R:3
C 0.3341 0.7347 -1.4281
C 0.2551 -1.4061 0.3127
C 0.7141 -0.6406 1.3677
C 0.0223 0.5843 1.3969
N -0.7952 0.5987 0.3268
C -0.8624 -0.7347 -0.3196
O -1.8078 -1.0744 -1.0109
H 0.2335 0.0400 -2.2587
H 1.3248 0.8092 -0.9856
H -0.1172 1.7030 -1.6426
H 0.5400 -2.4168 0.0530
H 1.5097 -0.9101 2.0570
H 0.2111 1.4760 1.9784
H -1.5620 1.2368 0.1532
```

energy relative to the best compared isomer or geometry (same formula, charge and spin) = 3.514 eV
orbital gap (spin up / spin down) = 7.60 / 7.60 eV
total charge = 0

Mulliken population analysis, charges in e, atoms 1 to 5: -0.774 -0.551 -0.268 -0.501 -0.073

---

(15)
C5H7NO | wB97M-V/def2-TZVPD

Geometry as XYZ:
```
14
Properties=species:S:1:pos:R:3
N -2.0467 0.3990 -1.3007
C -0.9441 -0.0506 -0.8850
O -0.5087 -1.3368 -1.0443
C 0.5781 -1.5628 -0.1469
C 1.2116 -0.2154 0.1756
C 1.4224 0.8808 -0.8307
C 0.0874 0.7342 -0.1484
H -2.5914 -0.3465 -1.7349
H 1.1732 -2.3805 -0.5621
H 0.1728 -1.8494 0.8331
H 1.7719 -0.2450 1.1048
H 1.5757 0.6238 -1.8716
H 1.9342 1.7997 -0.5344
H -0.2678 1.5021 0.5244
```

structure (SMILES) = [H]/N=C1\OC[C@H]2C[C@@H]12
energy relative to the best compared isomer or geometry (same formula, charge and spin) = 1.394 eV
orbital gap = 10.79 eV
total charge = 0

Mulliken population analysis, charges in e, atoms 1 to 5: -0.711 0.355 -0.411 -0.408 -0.175

---

(16)
C5H7NO | wB97M-V/def2-TZVPD

Geometry as XYZ:
```
14
Properties=species:S:1:pos:R:3
O -1.8256 -1.0180 -0.1104
C -0.0532 -1.6899 1.3721
C 0.7978 -0.7801 0.9484
C 0.9566 0.1607 0.0690
C 1.5314 1.2310 -0.6952
C 0.1295 0.8303 -1.0284
N 0.4549 2.2068 -0.7138
H -2.3235 -0.6313 0.6165
H -0.7418 -1.4834 2.1880
H -0.1131 -2.6783 0.9295
H 2.3120 1.2129 -1.4342
H -1.1679 -0.3286 -0.3318
H -0.1156 0.5391 -2.0449
H 0.1584 2.4289 0.2352
```

structure (SMILES) = C=C=C1[C@H]2N[C@@H]12.O
energy relative to the best compared isomer or geometry (same formula, charge and spin) = 6.107 eV
orbital gap = 9.80 eV
total charge = 0

Mulliken population analysis, charges in e, atoms 1 to 5: -0.723 -0.269 0.002 0.441 -0.527

---

(17)
C5H7NO | wB97M-V/def2-TZVPD

Geometry as XYZ:
```
14
Properties=species:S:1:pos:R:3
O 1.1896 1.0123 0.4336
C 0.9733 1.7577 1.5503
N 0.2914 1.4995 2.5791
C -1.3998 0.0774 -1.2762
C -1.2866 -1.4337 -1.0841
C -0.3987 -0.5007 -0.3823
C 0.6568 -0.2676 0.3675
H 1.5062 2.7000 1.4319
H -0.1504 0.5805 2.5070
H -1.0741 0.5183 -2.2149
H -2.2494 0.5721 -0.8093
H -2.0851 -1.9419 -0.5485
H -0.8465 -2.0154 -1.8922
H 1.2264 -1.0331 0.8920
```

structure (SMILES) = [H]/N=C\OC=C1CC1
energy relative to the best compared isomer or geometry (same formula, charge and spin) = 2.693 eV
orbital gap = 10.81 eV
total charge = 0

Mulliken population analysis, charges in e, atoms 1 to 5: -0.311 0.103 -0.588 -0.460 -0.497

---

(18)
C5H7NO | wB97M-V/def2-TZVPD

Geometry as XYZ:
```
14
Properties=species:S:1:pos:R:3
N 2.2628 -0.1636 -0.7954
C 1.4025 0.0652 0.2146
O 0.8217 -1.0764 0.6968
C -0.0912 -0.7247 -0.4357
C -1.4765 -0.5222 0.1673
C -1.0122 0.8501 0.7164
C 0.2605 0.8627 -0.1434
H 2.7947 -1.0055 -0.5649
H 1.2025 -0.7334 -1.3374
H -1.7915 -1.2739 0.8946
H -2.2287 -0.4130 -0.6190
H -0.7926 0.8283 1.7852
H -1.6784 1.6864 0.4977
H 0.4100 1.6023 -0.9252
```

energy relative to the best compared isomer or geometry (same formula, charge and spin) = 6.007 eV
orbital gap = 9.58 eV
total charge = 0

Mulliken population analysis, charges in e, atoms 1 to 5: -0.819 0.700 -0.383 -0.385 -0.502

---

(19)
C5H7NO | wB97M-V/def2-TZVPD

Geometry as XYZ:
```
14
Properties=species:S:1:pos:R:3
O -1.6997 0.5402 -1.1740
C -0.8692 1.3650 -0.8669
N -0.7075 0.3904 1.8361
C -1.0236 -0.8048 1.5509
C 1.5836 -1.2474 -1.1088
C 1.1011 -0.0380 -1.1130
C 0.5960 1.1689 -1.0398
H -1.1629 2.3435 -0.4386
H -0.2853 0.4419 2.7641
H -1.4808 -1.0002 0.5782
H -0.8648 -1.6622 2.2158
H 1.8288 -1.7377 -0.1714
H 1.7474 -1.8069 -2.0247
H 1.2369 2.0474 -1.0079
```

structure (SMILES) = C=C=CC=O.C=N
energy relative to the best compared isomer or geometry (same formula, charge and spin) = 3.151 eV
orbital gap = 10.30 eV
total charge = 0

Mulliken population analysis, charges in e, atoms 1 to 5: -0.490 0.062 -0.411 -0.350 -0.682

---

(20)
C5H7NO | wB97M-V/def2-TZVPD

Geometry as XYZ:
```
14
Properties=species:S:1:pos:R:3
O 3.1655 -0.9495 1.1186
C 2.4671 -0.4628 -0.0085
C 1.0769 -0.1013 0.2835
C -0.0411 0.2729 0.5412
C -1.3824 0.8119 0.6094
C -2.3238 0.2720 -0.4107
N -2.5607 0.0409 1.0030
H 2.9098 -0.4056 1.8743
H 2.9543 0.4247 -0.4443
H 2.4988 -1.2550 -0.7638
H -1.4319 1.8593 0.8967
H -1.9260 -0.5537 -0.9991
H -3.0200 0.9236 -0.9277
H -2.3312 -0.9076 1.2846
```

structure (SMILES) = OCC#C[C@H]1CN1
energy relative to the best compared isomer or geometry (same formula, charge and spin) = 3.424 eV
orbital gap = 10.24 eV
total charge = 0

Mulliken population analysis, charges in e, atoms 1 to 5: -0.520 -0.546 0.245 0.112 -0.283